(1)
The following is a DFT calculation (the ωB97M-V functional and the def2-TZVPD basis) of a cluster of 4 separate species, C24H54BF2N4O7 in total.

The geometry in XYZ format:
```
92
Properties=species:S:1:pos:R:3:mulliken_charge:R:1
C -0.85 3.10 4.90 -1.38
C -0.61 2.19 3.69 0.19
O -1.34 2.70 2.58 -0.41
C -1.65 1.70 1.64 0.64
C -2.06 2.41 0.37 -0.79
O -1.99 1.49 -0.72 -0.06
C -2.07 2.17 -1.96 -0.85
C -1.96 1.17 -3.10 -0.43
O -0.62 1.13 -3.64 -0.31
C -0.07 -0.09 -3.92 -0.70
N 1.09 -0.52 -2.95 0.67
C 0.86 -1.95 -2.54 -1.03
C -0.31 -2.17 -1.57 -0.22
C 0.12 -2.41 -0.12 -0.11
F -0.80 -3.26 0.48 -0.35
C 1.21 0.43 -1.78 -1.05
C 2.38 0.11 -0.85 1.10
C 2.23 0.73 0.53 -1.53
F 3.53 0.60 -1.49 -0.37
B 2.39 -0.38 -3.83 0.24
O 2.58 0.90 -4.21 -0.61
C 3.29 -1.59 -4.24 -0.30
C 4.39 -1.91 -3.19 -1.03
H -0.61 4.14 4.65 0.34
H -1.91 3.04 5.20 0.30
H -0.23 2.78 5.74 0.40
H 0.47 2.16 3.44 0.15
H -0.93 1.17 3.92 0.21
H -0.78 1.06 1.45 -0.25
H -2.44 1.04 2.04 0.06
H -3.09 2.80 0.46 0.31
H -1.40 3.27 0.20 0.31
H -1.28 2.93 -2.04 0.35
H -3.03 2.70 -2.04 0.53
H -2.62 1.46 -3.92 0.43
H -2.27 0.17 -2.76 0.23
H -0.79 -0.91 -3.91 0.56
H 0.39 -0.04 -4.91 0.32
H 0.70 -2.50 -3.48 0.78
H 1.79 -2.34 -2.12 0.40
H -1.04 -1.36 -1.61 -0.16
H -0.83 -3.08 -1.89 0.42
H 0.13 -1.49 0.47 -0.03
H 1.10 -2.89 -0.06 0.25
H 0.26 0.46 -1.24 0.20
H 1.39 1.42 -2.21 0.67
H 2.54 -0.97 -0.77 -0.16
H 2.03 -0.03 1.29 0.36
H 3.18 1.21 0.79 0.47
H 1.45 1.50 0.57 0.27
H 3.47 1.08 -4.55 0.30
H 3.79 -1.30 -5.18 0.45
H 2.72 -2.50 -4.46 0.34
H 3.99 -2.04 -2.18 0.19
H 4.91 -2.84 -3.46 0.40
H 5.14 -1.11 -3.16 0.33
C 3.99 4.87 -6.28 -1.47
C 4.13 3.92 -5.12 1.00
O 4.73 2.85 -5.22 -0.71
N 3.57 4.28 -3.94 -0.08
C 2.82 5.48 -3.63 -0.85
H 4.50 4.44 -7.13 0.33
H 2.93 5.01 -6.53 0.37
H 4.42 5.84 -6.05 0.38
H 3.72 3.61 -3.20 0.15
H 3.31 6.06 -2.85 0.33
H 1.81 5.23 -3.30 0.23
H 2.74 6.11 -4.52 0.33
C -0.05 -4.17 3.75 -1.30
C -0.41 -3.50 5.06 0.75
O -0.08 -2.36 5.30 -0.64
N -1.13 -4.23 5.95 -0.14
C -1.61 -5.59 5.83 -0.83
H 0.52 -3.46 3.16 0.16
H 0.55 -5.06 3.92 0.49
H -0.95 -4.46 3.20 0.41
H -1.33 -3.73 6.81 0.25
H -2.70 -5.63 5.90 0.27
H -1.20 -6.23 6.61 0.31
H -1.32 -6.00 4.87 0.31
C -3.49 -2.15 4.06 -1.01
C -4.14 -0.79 3.96 0.66
O -3.47 0.23 3.83 -0.66
N -5.49 -0.72 4.04 -0.17
C -6.43 -1.81 4.21 -0.88
H -2.42 -2.01 3.96 0.00
H -3.71 -2.61 5.03 0.40
H -3.85 -2.81 3.27 0.41
H -5.86 0.21 3.98 0.26
H -7.13 -1.86 3.37 0.29
H -7.01 -1.69 5.12 0.30
H -5.90 -2.76 4.26 0.32
```

## Properties
F_max (eV/A): 1.09
HOMO energy (eV): -11.1144
Total charge: +1
Electronic energy (eV): -52164.298
E_LUMO (hartree): -0.0734



(2)
The following is a DFT calculation (the ωB97M-V functional and the def2-TZVPD basis) of a structure of composition C23H42BN4OOsSi4Te.

The geometry in XYZ format:
```
77
Properties=species:S:1:pos:R:3:mulliken_charge:R:1
Os -0.35 0.50 -2.77 1.01
C 3.50 -0.32 -3.62 -2.43
C 2.47 -0.69 -2.54 3.13
C 3.18 -0.70 -1.18 -1.42
C 1.46 0.45 -2.53 -1.16
C 1.83 -2.05 -2.81 -0.51
C 1.01 -2.63 -1.84 0.75
C 0.39 -3.85 -2.06 -1.34
C 0.59 -4.53 -3.25 -0.52
C 1.41 -3.98 -4.21 -0.90
C 2.03 -2.75 -3.99 -0.37
H 3.97 0.63 -3.37 0.48
H 3.04 -0.22 -4.60 0.48
H 4.29 -1.08 -3.68 0.49
H 3.70 0.25 -1.02 0.56
H 3.91 -1.51 -1.14 0.40
H 2.47 -0.83 -0.38 -0.24
H 1.99 1.42 -2.51 0.28
H 0.81 -2.10 -0.92 0.40
H -0.27 -4.25 -1.29 0.45
H 0.10 -5.48 -3.42 0.38
H 1.57 -4.49 -5.15 0.37
H 2.65 -2.34 -4.77 0.36
C 1.04 3.18 0.87 -0.47
Si -0.39 2.61 1.94 0.07
C -2.00 3.43 1.44 -1.08
C -0.01 3.06 3.73 -0.98
Si -0.64 0.29 1.72 0.28
Te -1.54 -0.29 -0.55 -0.49
Si -2.51 -0.49 2.93 0.12
C -2.49 -2.37 2.92 -1.01
C -4.12 0.10 2.15 -1.05
C -2.55 0.11 4.71 -1.03
Si 1.24 -0.77 2.67 0.63
C 2.81 0.27 2.52 -1.09
C 1.55 -2.52 2.06 -1.11
C 0.92 -0.88 4.52 -1.23
H 1.06 4.27 0.81 0.41
H 0.93 2.80 -0.15 -0.30
H 1.99 2.83 1.27 0.37
H -1.88 4.52 1.42 0.42
H -2.80 3.19 2.15 0.32
H -2.31 3.11 0.45 0.30
H 0.15 4.14 3.81 0.41
H 0.90 2.57 4.09 0.22
H -0.83 2.79 4.40 0.24
H -2.43 -2.75 1.90 0.28
H -3.39 -2.77 3.39 0.40
H -1.62 -2.76 3.47 0.24
H -4.17 -0.10 1.08 0.31
H -4.25 1.17 2.30 0.26
H -4.96 -0.42 2.63 0.36
H -1.71 -0.25 5.31 0.31
H -3.47 -0.23 5.18 0.39
H -2.54 1.20 4.76 0.25
H 3.04 0.57 1.50 0.12
H 3.66 -0.30 2.90 0.42
H 2.71 1.17 3.12 0.33
H 2.09 -2.55 1.11 0.34
H 0.61 -3.06 1.92 0.26
H 2.14 -3.06 2.80 0.48
H 0.61 0.07 4.95 0.30
H 1.84 -1.19 5.02 0.43
H 0.15 -1.63 4.75 0.26
B -0.41 5.13 -1.72 0.41
C -0.37 3.57 -2.00 0.06
N -0.34 2.44 -2.21 -0.59
H -0.64 5.29 -0.54 -0.20
H 0.68 5.58 -2.03 -0.18
H -1.30 5.60 -2.42 -0.16
O -0.90 -1.07 -4.08 -0.42
N -2.00 -0.39 -4.14 0.04
C -2.89 -0.73 -5.02 0.70
C -2.71 -1.86 -5.89 0.13
N -2.57 -2.77 -6.58 -0.47
C -4.10 0.04 -5.11 -0.18
N -5.07 0.65 -5.18 -0.46
```

## Properties
F_max (eV/A): 0.66
HOMO energy (alpha / beta) (eV): -4.7560 / -4.7573
Total charge: -1
Electronic energy (eV): -74489.314
E_LUMO (alpha / beta) (hartree): 0.0556 / 0.0554
Energy relative to the best compared isomer or geometry (same formula, charge and spin) (kcal per mole): 29.72



(3)
The following is a DFT calculation (the ωB97M-V functional and the def2-TZVPD basis) of a structure of composition C39H54IrN5OS2Si.

The geometry in XYZ format:
```
103
Properties=species:S:1:pos:R:3:mulliken_charge:R:1
Ir 1.41 0.83 -0.61 1.61
N 3.05 -0.24 0.44 -0.67
C 4.47 0.20 0.62 -0.70
C 4.69 1.69 0.49 -0.44
C 3.94 2.58 1.49 -0.65
C 2.81 3.38 0.86 -0.89
N 1.61 2.54 0.60 -0.45
H 2.61 -0.35 1.35 -0.95
H 3.07 -1.17 0.05 0.29
H 5.07 -0.32 -0.12 0.51
H 4.80 -0.14 1.60 0.34
H 4.43 2.00 -0.52 0.01
H 5.77 1.86 0.56 0.50
H 4.64 3.28 1.96 0.42
H 3.53 1.98 2.32 0.22
H 3.14 3.83 -0.08 0.49
H 2.50 4.18 1.53 0.57
H 0.86 3.16 0.30 0.50
H 1.29 2.13 1.48 -0.72
C 0.16 -1.76 4.85 -1.87
C 0.89 -1.29 3.58 2.28
C 1.56 -2.52 2.94 -1.70
C 1.95 -0.27 4.00 -1.97
Si -0.36 -0.56 2.34 -2.52
O 0.40 0.19 1.11 2.95
C -1.47 -1.96 1.76 1.71
C -1.28 -2.55 0.51 0.25
C -2.02 -3.65 0.09 -0.38
C -2.98 -4.20 0.93 -0.74
C -3.18 -3.64 2.19 -1.17
C -2.43 -2.55 2.59 -1.04
C -1.46 0.71 3.22 1.76
C -0.89 1.91 3.67 -0.19
C -1.65 2.91 4.25 -0.88
C -3.02 2.75 4.40 -0.93
C -3.61 1.57 3.97 -0.77
C -2.84 0.57 3.39 -0.25
H 0.89 -2.14 5.57 0.54
H -0.54 -2.57 4.64 0.37
H -0.39 -0.95 5.33 0.32
H 2.32 -2.92 3.61 0.60
H 2.05 -2.30 1.99 0.09
H 0.83 -3.31 2.75 0.35
H 2.77 -0.77 4.53 0.54
H 1.54 0.48 4.67 0.36
H 2.40 0.26 3.15 0.34
H -0.51 -2.16 -0.14 -0.35
H -1.84 -4.09 -0.89 0.44
H -3.56 -5.05 0.61 0.44
H -3.91 -4.07 2.85 0.45
H -2.60 -2.15 3.59 0.47
H 0.18 2.07 3.57 0.19
H -1.18 3.83 4.59 0.46
H -3.62 3.52 4.86 0.41
H -4.68 1.41 4.11 0.53
H -3.33 -0.35 3.08 0.39
S 2.93 1.29 -2.37 -0.56
C 2.29 1.00 -3.92 0.63
N 1.06 0.72 -4.27 0.23
C 0.75 0.67 -5.70 -0.70
C 2.08 0.70 -6.46 -0.51
S 3.38 1.10 -5.25 -0.04
H 0.32 0.77 -3.58 -0.39
H 0.12 1.53 -5.96 0.34
H 0.19 -0.24 -5.92 0.30
H 2.08 1.47 -7.24 0.41
H 2.31 -0.26 -6.92 0.37
N 1.02 -0.86 -1.61 -0.23
C 0.79 -1.83 -2.19 0.66
C 0.47 -3.04 -2.88 -0.07
C -0.64 -3.06 -3.73 -0.32
C -0.97 -4.23 -4.37 -0.82
C -0.20 -5.37 -4.18 -0.41
C 0.90 -5.35 -3.33 -0.76
C 1.25 -4.18 -2.68 -0.36
H -1.23 -2.16 -3.86 0.57
H -1.83 -4.26 -5.03 0.45
H -0.47 -6.29 -4.68 0.45
H 1.49 -6.24 -3.18 0.45
H 2.10 -4.15 -2.01 0.52
C -2.17 2.51 0.71 -0.99
N -2.77 1.19 0.35 0.71
C -4.22 1.34 0.06 -0.94
C -1.99 0.45 -0.74 0.84
C -1.43 1.41 -1.75 1.48
C -2.28 1.99 -2.69 -0.43
C -1.89 3.10 -3.43 -1.21
C -0.63 3.65 -3.18 -0.83
C 0.24 3.02 -2.30 0.38
C -0.10 1.85 -1.60 -0.75
H -2.65 2.87 1.62 0.42
H -2.35 3.20 -0.11 0.56
H -1.11 2.37 0.88 0.32
H -2.69 0.60 1.19 -0.67
H -4.34 1.98 -0.81 0.44
H -4.69 1.80 0.92 0.37
H -4.65 0.36 -0.13 0.35
H -2.66 -0.31 -1.13 0.89
H -1.17 -0.04 -0.21 -2.61
H -3.27 1.58 -2.84 0.64
H -2.55 3.54 -4.15 0.50
H -0.32 4.54 -3.70 0.45
H 1.24 3.43 -2.20 0.39
```

## Properties
F_max (eV/A): 0.34
HOMO energy (eV): -13.3356
Total charge: +2
Electronic energy (eV): -83196.232
E_LUMO (hartree): -0.1750
Energy relative to the best compared isomer or geometry (same formula, charge and spin) (kcal per mole): 0.00



(4)
The following is a DFT calculation (the ωB97M-V functional and the def2-TZVPD basis) of a cluster of 2 separate species, H2N2O2S in total.

The geometry in XYZ format:
```
7
Properties=species:S:1:pos:R:3:mulliken_charge:R:1
N -1.49 -1.10 0.18 0.12
N -0.27 -1.05 -0.17 -0.30
O -2.42 1.24 -0.20 -0.42
O 0.28 0.88 0.10 -0.58
S -2.74 -0.17 0.05 0.52
H 0.59 -1.09 0.51 0.35
H -0.07 1.47 -0.62 0.30
```

## Properties
F_max (eV/A): 3.62
HOMO energy (alpha / beta) (eV): -9.9018 / -9.5903
Electronic energy (eV): -17937.292
E_LUMO (alpha / beta) (hartree): -0.0453 / -0.0414
Energy relative to the best compared isomer or geometry (same formula, charge and spin) (kcal per mole): 75.68



(5)
The following is a DFT calculation (the ωB97M-V functional and the def2-TZVPD basis) of a cluster of 17 separate species, C46H58N18O2 in total.

The geometry in XYZ format:
```
124
Properties=species:S:1:pos:R:3:mulliken_charge:R:1
N -2.23 -2.31 -1.01 -0.46
C -1.02 -1.62 -0.46 0.88
C 0.26 -1.50 -1.33 -0.39
C 1.51 -0.73 -0.74 -0.56
C 1.38 -0.12 0.68 0.54
C 0.07 -0.27 1.54 0.49
C -1.16 -1.03 0.97 -0.79
C 0.08 0.43 3.00 0.27
O -0.38 -0.13 4.02 -0.61
C 0.78 1.89 3.02 0.33
C 0.18 3.10 3.81 -0.85
C 0.98 4.45 3.67 -0.14
C 2.29 4.59 2.85 -0.59
C 2.89 3.37 2.05 0.11
N 4.13 3.49 1.25 -0.58
C 2.09 2.04 2.16 0.45
C 2.58 0.73 1.35 -0.19
O 3.80 0.42 1.23 -0.58
H -2.30 -1.91 -1.98 -0.08
H -3.02 -1.84 -0.50 0.20
H 0.37 -1.93 -2.38 0.37
H 2.50 -0.58 -1.28 0.07
H -2.08 -1.10 1.63 0.27
H -0.78 2.99 4.41 0.34
H 0.57 5.37 4.20 0.12
H 2.87 5.57 2.77 0.37
H 4.02 4.38 0.71 0.38
H 4.14 2.76 0.51 0.33
C 1.29 -2.93 3.49 0.83
C 0.19 -3.85 3.20 0.37
N -0.68 -4.57 2.97 -0.57
H 2.17 -3.15 2.87 0.14
H 1.01 -1.90 3.30 -0.35
H 1.61 -3.00 4.53 -0.35
C -3.92 -1.88 -5.06 -0.67
C -3.47 -0.79 -4.21 0.46
N -3.11 0.08 -3.53 -0.53
H -5.01 -1.89 -5.17 0.17
H -3.50 -1.82 -6.07 0.19
H -3.64 -2.86 -4.65 0.41
C 0.47 4.84 -1.16 -0.61
C 1.93 4.93 -1.20 0.52
N 3.08 5.00 -1.23 -0.57
H 0.13 3.92 -0.67 0.20
H 0.03 5.68 -0.61 0.18
H 0.04 4.85 -2.17 0.25
C 0.37 7.55 6.90 -0.84
C 0.75 7.77 5.51 0.41
N 1.05 7.93 4.41 -0.37
H -0.60 7.05 6.98 0.27
H 1.10 6.94 7.43 0.27
H 0.29 8.50 7.45 0.33
C 5.00 -2.13 -2.81 -0.83
C 3.65 -1.79 -3.27 0.51
N 2.59 -1.53 -3.63 -0.44
H 5.73 -2.07 -3.63 0.33
H 5.34 -1.44 -2.03 0.24
H 5.05 -3.14 -2.41 0.27
C -0.83 7.51 -3.52 -0.76
C -1.38 7.75 -2.18 0.45
N -1.82 7.94 -1.13 -0.49
H -1.57 7.04 -4.18 0.31
H -0.51 8.43 -3.99 0.30
H 0.03 6.84 -3.48 0.22
C 4.62 -5.04 4.52 -0.71
C 4.99 -4.81 3.12 0.34
N 5.29 -4.63 2.02 -0.46
H 3.66 -5.54 4.60 0.33
H 5.36 -5.66 5.03 0.35
H 4.55 -4.10 5.07 0.17
C -1.67 0.46 -8.24 -0.77
C -2.77 -0.47 -8.52 0.39
N -3.63 -1.20 -8.74 -0.40
H -0.79 0.23 -8.85 0.28
H -1.96 1.49 -8.44 0.26
H -1.36 0.41 -7.19 0.27
C 7.21 -1.45 2.64 -0.67
C 7.28 -2.25 3.87 0.33
N 7.33 -2.87 4.84 -0.41
H 6.45 -1.84 1.96 0.19
H 6.96 -0.41 2.85 0.27
H 8.16 -1.46 2.10 0.29
C -7.68 -4.58 -4.87 -0.87
C -6.21 -4.49 -4.90 0.43
N -5.07 -4.43 -4.92 -0.43
H -8.02 -5.50 -4.38 0.30
H -8.12 -3.74 -4.33 0.27
H -8.10 -4.58 -5.88 0.30
C 0.27 -1.72 7.57 -0.87
C 1.50 -2.30 7.02 0.51
N 2.47 -2.75 6.59 -0.49
H -0.03 -0.83 7.02 0.20
H -0.56 -2.43 7.52 0.28
H 0.39 -1.44 8.62 0.34
C -1.15 -6.30 0.15 0.22
C -2.26 -7.22 -0.13 0.32
N -3.13 -7.94 -0.36 -0.46
H -0.28 -6.52 -0.47 -0.13
H -1.43 -5.26 -0.03 -0.07
H -0.83 -6.37 1.19 0.18
C 2.54 -9.26 -1.02 -0.82
C 1.94 -7.95 -1.31 0.38
N 1.46 -6.93 -1.53 -0.48
H 1.80 -10.06 -1.05 0.27
H 3.31 -9.51 -1.75 0.29
H 3.01 -9.28 -0.04 0.27
C 1.05 10.41 -0.82 -0.67
C 1.42 10.63 -2.22 0.37
N 1.72 10.81 -3.32 -0.40
H 0.08 9.90 -0.74 0.16
H 1.78 9.79 -0.30 0.25
H 0.97 11.35 -0.27 0.27
C -6.10 -3.60 0.39 -0.81
C -5.75 -2.33 -0.26 0.47
N -5.47 -1.34 -0.78 -0.44
H -6.30 -3.46 1.46 0.30
H -7.00 -4.04 -0.04 0.29
H -5.30 -4.34 0.30 0.24
C -5.46 2.31 -2.89 -0.57
C -6.07 3.60 -3.20 0.19
N -6.55 4.62 -3.45 -0.37
H -6.20 1.50 -2.90 0.27
H -4.68 2.05 -3.61 0.20
H -5.00 2.31 -1.90 0.28
```

## Properties
F_max (eV/A): 4.66
HOMO energy (eV): -8.2674
Electronic energy (eV): -79546.855
E_LUMO (hartree): -0.0362



(6)
The following is a DFT calculation (the ωB97M-V functional and the def2-TZVPD basis) of a cluster of 2 separate species, C3H5Cl2NS in total.

The geometry in XYZ format:
```
12
Properties=species:S:1:pos:R:3:lowdin_spin:R:1
C 1.86 -0.97 0.89 0.53
C -0.81 0.10 -1.15 0.02
C -0.55 1.03 0.02 0.08
N -0.23 0.43 1.28 0.74
S 1.39 -2.43 1.26 0.28
Cl 3.19 -0.20 0.34 0.15
Cl -1.07 -0.93 1.69 0.16
H -1.64 -0.58 -0.93 0.00
H -1.07 0.68 -2.04 0.00
H 0.07 -0.50 -1.36 0.00
H 0.29 1.70 -0.19 0.00
H -1.44 1.67 0.18 0.04
```

## Properties
F_max (eV/A): 1.65
Spin multiplicity: 3
HOMO energy (alpha / beta) (eV): -7.1785 / -9.5501
Electronic energy (eV): -40556.934
E_LUMO (alpha / beta) (hartree): -0.0119 / -0.0548
Energy relative to the best compared isomer or geometry (same formula, charge and spin) (kcal per mole): 21.03



(7)
The following is a DFT calculation (the ωB97M-V functional and the def2-TZVPD basis) of the molecule C3H6O3S.

The geometry in XYZ format:
```
13
Properties=species:S:1:pos:R:3:mulliken_charge:R:1
C 1.15 0.20 -0.74 -0.03
C 0.30 -0.99 1.17 -0.99
C 0.35 0.44 0.53 0.26
O 0.89 0.13 -1.89 -0.24
O 0.96 1.25 1.41 -0.54
O -0.60 0.83 -3.99 -0.48
S -1.01 0.53 -2.61 0.25
H -0.32 -1.16 1.97 0.36
H 0.05 -1.61 0.27 0.27
H 1.32 -1.05 1.56 0.28
H -0.65 0.94 0.37 0.32
H 1.90 0.82 1.65 0.39
H -1.57 -0.78 -2.74 0.15
```

## Properties
F_max (eV/A): 5.03
HOMO energy (alpha / beta) (eV): -8.2164 / -7.7991
Electronic energy (eV): -20180.522
E_LUMO (alpha / beta) (hartree): -0.0102 / -0.0234
Energy relative to the best compared isomer or geometry (same formula, charge and spin) (kcal per mole): 101.56



(8)
The following is a DFT calculation (the ωB97M-V functional and the def2-TZVPD basis) of a cluster of 2 separate species, C5H10 in total.

The geometry in XYZ format:
```
15
Properties=species:S:1:pos:R:3:mulliken_charge:R:1
C -1.99 -0.12 1.15 -0.47
C -2.75 -0.29 0.05 -0.46
H -2.43 0.03 2.13 0.27
H -0.94 -0.39 1.18 0.17
H -3.77 -0.65 0.15 0.23
H -2.39 -0.07 -0.95 0.27
C 1.84 0.94 0.51 -1.04
C 1.97 0.03 -0.69 0.23
C 0.94 -0.62 -1.20 -0.52
H 2.54 1.77 0.38 0.35
H 2.15 0.41 1.43 0.23
H 0.83 1.34 0.57 0.31
H 3.04 -0.18 -0.89 0.27
H 1.18 -1.31 -2.00 0.24
H -0.12 -0.66 -0.96 -0.06
```

## Properties
F_max (eV/A): 2.08
Structure (SMILES): C=CC.C=C
HOMO energy (eV): -9.5721
Electronic energy (eV): -5344.614
E_LUMO (hartree): 0.0449
Energy relative to the best compared isomer or geometry (same formula, charge and spin) (kcal per mole): 61.17